Record 1
A 2-piece molecular cluster, C2H3ClN2O5 overall in a non-equilibrium geometry. Source: the Open Molecules 2025 dataset; level of theory: the ωB97M-V functional and the def2-TZVPD basis.

The geometry in XYZ format:
```
13
Properties=species:S:1:pos:R:3:forces:R:3
C -0.0828 0.2338 -0.0204 -1.30 0.21 -2.71
C -1.3737 -0.4977 0.0629 0.94 -2.54 0.99
N -2.2151 -0.4351 1.2259 -0.72 0.09 -0.04
N -2.7845 1.2577 -0.6382 0.80 -0.52 1.22
O -1.9119 0.3697 2.1022 0.90 0.27 -0.15
O -2.1181 1.8904 -1.3700 -0.89 1.48 -1.50
O -3.2753 -1.0370 1.2443 0.37 -0.83 -0.31
O -3.8682 1.0737 -0.2491 -1.56 1.02 -0.84
O 0.9925 -0.4308 -0.6540 -0.26 0.40 -0.44
Cl -1.6925 -1.6730 -1.0911 -0.44 0.11 0.11
H -0.4613 1.0852 -0.7363 1.92 -1.00 1.68
H 0.1444 0.4727 0.9648 0.56 1.28 1.64
H 1.1159 -1.3488 -0.3947 -0.31 0.04 0.35
```
Positions in Å, forces in eV/Å.

Values from the calculation:
HOMO-LUMO gap (spin up / spin down), eV: 8.60 / 8.18
<S²>: 2.008
2S+1: 3
Net charge: 0
Electronic energy, Eh: -1023.5833



Record 2
A 2-piece molecular cluster, C5H11O3 overall in a non-equilibrium geometry. Source: the Open Molecules 2025 dataset; level of theory: the ωB97M-V functional and the def2-TZVPD basis.

The geometry in XYZ format:
```
19
Properties=species:S:1:pos:R:3:forces:R:3
C 2.5976 -0.6172 -1.0917 0.55 -0.18 -1.02
C 1.2030 -0.7766 -1.6900 -0.56 0.52 1.60
O 0.8656 -0.3915 -2.7881 0.80 0.57 -2.70
O 0.3755 -1.1423 -0.8269 -0.94 -0.99 1.56
H 3.3615 -1.2921 -1.5174 -0.34 0.13 0.37
H 2.4863 -0.6504 -0.0305 0.23 -0.68 0.70
H 2.9136 0.3846 -1.2818 0.42 0.85 -0.53
C -0.9214 0.4429 1.4434 -0.88 1.69 -1.32
C -0.5290 2.0001 1.3396 1.87 -2.98 -0.72
C -1.7707 0.1231 2.6350 -2.61 -0.28 -2.12
O -1.7216 -0.0089 0.2965 2.07 1.00 0.82
H 0.0353 -0.0561 1.3521 0.15 -0.49 0.45
H 0.1087 2.2245 2.2352 0.31 -0.19 -1.16
H -2.7057 0.7736 2.4813 1.04 -0.95 0.31
H -2.1139 -0.9401 2.4702 0.43 1.02 0.81
H -1.4018 0.3731 3.5806 0.87 -0.01 1.50
H -0.9456 -0.2493 -0.2995 -1.02 -0.58 -0.33
H -1.2994 2.6794 1.4595 -2.13 1.10 -0.22
H -0.0726 2.0601 0.2805 -0.25 0.46 1.97
```
Positions in Å, forces in eV/Å.

Values from the calculation:
HOMO-LUMO gap, eV: 8.03
Net charge: -1
Electronic energy, Eh: -422.8672



Record 3
C42H37Cl3HfN3O5Si2 as an isolated structure. Source: the Open Molecules 2025 dataset; level of theory: the ωB97M-V functional and the def2-TZVPD basis.

The geometry in XYZ format:
```
93
Properties=species:S:1:pos:R:3:forces:R:3
Hf -0.9021 -0.2106 0.8693 -0.16 -0.67 0.59
O -2.2708 7.2424 2.8588 0.05 -0.07 -0.10
N -1.5230 6.5864 2.1696 0.03 0.11 0.18
O -0.5907 7.0241 1.5249 -0.10 0.04 -0.04
C -1.7792 5.1348 2.0857 -0.38 -0.02 0.00
C -3.0586 4.7434 2.2697 0.33 0.15 -0.10
C -3.4192 3.3783 2.0884 0.23 -0.21 -0.11
C -4.7419 2.9250 2.2037 -0.08 -0.13 -0.02
C -5.0218 1.6026 1.9686 0.08 -0.01 0.02
C -3.9714 0.7394 1.6432 -0.04 -0.01 0.08
N -2.7159 1.1448 1.5336 -0.03 0.11 -0.12
C -2.4311 2.4505 1.7286 -0.27 0.21 0.00
C -1.0676 2.8738 1.5623 0.11 0.19 -0.01
N -0.1449 1.9210 1.2383 0.21 0.35 0.01
C 1.1337 2.2773 1.1926 -0.03 0.08 0.10
C 1.5649 3.5816 1.4257 -0.05 -0.06 -0.01
C 0.6451 4.5596 1.6938 0.22 0.00 -0.02
C -0.7174 4.2226 1.7623 -0.16 -0.36 -0.06
H -3.8103 5.4782 2.5195 -0.02 0.02 0.01
H -5.5265 3.6224 2.4675 0.00 0.01 0.01
H -6.0251 1.2099 2.0415 -0.02 0.02 0.00
H -4.1513 -0.3169 1.4863 -0.01 0.02 -0.02
H 1.8603 1.5073 0.9778 -0.01 -0.04 0.01
H 2.6218 3.8004 1.3904 0.01 0.00 0.00
H 0.9624 5.5764 1.8640 0.00 -0.05 -0.01
Cl -1.8908 -3.0888 4.8149 -0.01 0.13 0.00
C -1.7854 -1.3268 4.7411 0.10 -0.21 0.13
Cl -0.6749 -0.7236 5.9544 0.00 -0.02 -0.02
Cl -3.3861 -0.5976 4.9602 -0.12 0.07 0.03
C -1.3403 -0.9174 3.3346 0.14 0.08 -0.20
O -0.4126 -0.1056 3.1466 -0.19 0.15 0.13
O -1.9815 -1.3871 2.3429 -0.15 -0.13 -0.31
C -1.6671 4.9748 -1.6903 0.00 0.02 0.05
C -2.9080 4.3942 -1.4722 -0.01 0.10 0.05
C -3.0400 3.0113 -1.4734 -0.11 -0.07 0.03
C -1.9451 2.1755 -1.6969 -0.11 -0.12 -0.08
C -0.7067 2.7829 -1.9348 0.00 -0.06 0.03
C -0.5646 4.1619 -1.9266 0.05 0.03 -0.01
Si -2.0741 0.2773 -1.6421 0.21 0.20 0.46
C -1.1369 -0.3761 -3.1229 -0.07 -0.08 0.01
C -0.2093 -1.4055 -2.9682 -0.01 -0.01 -0.03
C 0.5186 -1.8874 -4.0461 0.06 -0.04 -0.05
C 0.3293 -1.3367 -5.3033 0.00 0.00 -0.03
C -0.5887 -0.3082 -5.4799 0.01 -0.01 0.00
C -1.3142 0.1665 -4.3994 0.00 0.04 -0.02
H -1.5615 6.0527 -1.6968 0.00 -0.01 -0.01
H -3.7794 5.0225 -1.3252 0.02 -0.02 0.01
H -4.0259 2.5764 -1.3299 0.04 0.00 0.01
H 0.1576 2.1617 -2.1559 0.02 -0.01 -0.01
H 0.4009 4.6087 -2.1297 0.01 0.01 0.00
H -3.5407 -0.0224 -1.6512 0.06 0.03 -0.10
H -0.0540 -1.8568 -1.9966 -0.03 0.04 -0.02
H 1.2283 -2.6929 -3.9013 0.00 -0.01 0.02
H 0.8923 -1.7059 -6.1505 0.01 -0.01 0.00
H -0.7384 0.1187 -6.4627 -0.01 0.01 -0.01
H -2.0219 0.9730 -4.5551 -0.01 0.01 0.02
C 1.2888 -3.9989 2.6080 -0.01 -0.01 0.03
C 2.3789 -3.1541 1.9395 -0.10 0.05 -0.33
C 2.7342 -1.9582 2.8256 0.00 0.07 -0.02
C 3.6233 -4.0201 1.7239 0.05 -0.02 0.08
Si 1.6952 -2.5459 0.2793 0.09 -0.11 0.17
O 0.3185 -1.6550 0.6097 0.10 0.38 -0.19
C 2.8222 -1.3179 -0.5910 0.11 -0.13 -0.02
C 2.3826 -0.0255 -0.8525 -0.27 0.04 0.11
C 3.1474 0.9097 -1.5323 0.02 -0.01 -0.01
C 4.4113 0.5538 -1.9787 -0.03 -0.01 0.03
C 4.8846 -0.7278 -1.7298 0.06 0.10 -0.07
C 4.1029 -1.6453 -1.0480 0.02 -0.11 0.05
C 1.1897 -3.9316 -0.8650 0.18 0.05 0.09
C -0.1428 -4.3278 -0.9648 -0.13 0.00 0.10
C -0.5262 -5.3546 -1.8136 -0.04 -0.01 0.00
C 0.4249 -6.0113 -2.5786 0.04 -0.03 -0.02
C 1.7590 -5.6381 -2.4908 -0.03 -0.02 -0.02
C 2.1342 -4.6082 -1.6423 0.02 0.00 -0.02
H 1.6173 -4.3082 3.6050 0.01 -0.01 0.00
H 1.0740 -4.9026 2.0338 -0.02 0.00 -0.01
H 0.3531 -3.4469 2.7269 -0.02 0.02 0.00
H 3.0519 -2.3040 3.8137 0.01 -0.02 0.01
H 1.8833 -1.2879 2.9763 0.00 -0.01 0.01
H 3.5573 -1.3777 2.4014 -0.01 0.02 -0.02
H 3.9673 -4.4114 2.6866 0.00 0.00 0.00
H 4.4521 -3.4482 1.3003 -0.02 -0.01 -0.03
H 3.4203 -4.8794 1.0814 0.00 0.01 -0.04
H 1.3876 0.2666 -0.5037 0.15 -0.05 -0.37
H 2.7542 1.9017 -1.7222 0.02 0.01 -0.02
H 5.0233 1.2653 -2.5166 -0.01 0.01 -0.01
H 5.8699 -1.0150 -2.0729 0.00 0.01 0.00
H 4.5155 -2.6325 -0.8756 -0.04 -0.01 0.02
H -0.9022 -3.8232 -0.3752 0.02 -0.01 -0.01
H -1.5679 -5.6402 -1.8794 0.00 -0.01 0.00
H 0.1287 -6.8142 -3.2406 0.00 0.00 -0.01
H 2.5061 -6.1463 -3.0862 0.00 -0.01 0.00
H 3.1818 -4.3331 -1.6013 0.00 0.03 0.02
```
Positions in Å, forces in eV/Å.

Values from the calculation:
HOMO-LUMO gap, eV: 6.41
Net charge: +1
Electronic energy, Eh: -4170.7090



Repeat the first record exactly.
A 2-piece molecular cluster, C2H3ClN2O5 overall in a non-equilibrium geometry. Source: the Open Molecules 2025 dataset; level of theory: the ωB97M-V functional and the def2-TZVPD basis.

The geometry in XYZ format:
```
13
Properties=species:S:1:pos:R:3:forces:R:3
C -0.0828 0.2338 -0.0204 -1.30 0.21 -2.71
C -1.3737 -0.4977 0.0629 0.94 -2.54 0.99
N -2.2151 -0.4351 1.2259 -0.72 0.09 -0.04
N -2.7845 1.2577 -0.6382 0.80 -0.52 1.22
O -1.9119 0.3697 2.1022 0.90 0.27 -0.15
O -2.1181 1.8904 -1.3700 -0.89 1.48 -1.50
O -3.2753 -1.0370 1.2443 0.37 -0.83 -0.31
O -3.8682 1.0737 -0.2491 -1.56 1.02 -0.84
O 0.9925 -0.4308 -0.6540 -0.26 0.40 -0.44
Cl -1.6925 -1.6730 -1.0911 -0.44 0.11 0.11
H -0.4613 1.0852 -0.7363 1.92 -1.00 1.68
H 0.1444 0.4727 0.9648 0.56 1.28 1.64
H 1.1159 -1.3488 -0.3947 -0.31 0.04 0.35
```
Positions in Å, forces in eV/Å.

Values from the calculation:
HOMO-LUMO gap (spin up / spin down), eV: 8.60 / 8.18
<S²>: 2.008
2S+1: 3
Net charge: 0
Electronic energy, Eh: -1023.5833